1.
ORCA calculation (ωB97M-V/def2-TZVPD) on a molecular structure, C4H7NO.

Last column: natural (NBO) charge in e.
Geometry (Å):
C -1.23550 0.46843 -1.06954  -0.39
N 0.27212 -0.34636 -0.57716  -0.30
C -0.66130 -1.14178 -0.02551  -0.12
C 1.19478 0.38033 0.04287  -0.26
C 1.52534 0.27531 1.44143  0.34
O 2.37580 0.94723 2.00436  -0.57
H -1.89333 -0.10341 -1.72149  0.21
H -0.69896 1.21712 -1.65123  0.23
H -1.76113 0.94231 -0.23950  0.21
H -0.67369 -1.37675 1.04243  0.18
H -1.20724 -1.80527 -0.68467  0.19
H 1.77956 1.05442 -0.57709  0.20
H 0.98356 -0.51158 2.01510  0.09

Calculated values
* energy relative to the best compared isomer or geometry (same formula, charge and spin): 5.408 eV
* HOMO energy (alpha / beta): -7.783 / -7.783 eV
* orbital gap (alpha / beta): 7.565 / 7.564 eV
* LUMO (alpha / beta): -0.22 / -0.22 eV



2.
ORCA calculation (ωB97M-V/def2-TZVPD) on a molecular structure, C24H19O5PSm at a distorted geometry.

Last column: Mulliken spin population.
Geometry (Å):
Sm -0.37036 -0.04156 1.12814  5.08
C -2.79595 -0.65892 1.08800  -0.01
O -3.90490 -0.97981 0.93129  0.00
C -1.37010 -0.49511 -1.27840  0.00
O -1.68472 -0.67753 -2.35948  0.00
C -0.14992 -2.56523 0.10471  0.00
O 0.04217 -3.57564 -0.37934  0.00
C -1.08217 2.25834 -0.08907  -0.01
O -1.29189 3.29322 -0.58337  0.00
C 3.40943 0.61405 -1.33323  0.00
H 3.48060 1.64035 -0.96729  0.00
H 3.90746 -0.20718 -0.81207  0.00
C 2.68001 0.35235 -2.41322  0.00
H 2.57454 -0.68516 -2.76175  0.00
H 2.12844 1.16333 -2.90509  0.00
O 0.78906 -0.04818 2.89376  -0.03
P -0.31327 0.13107 4.00657  -0.02
C -1.41203 1.53413 3.50954  0.00
C -2.83126 1.38678 3.59143  0.00
C -3.67683 2.46883 3.35301  0.00
C -3.16425 3.68882 2.89021  0.00
C -1.78793 3.80232 2.65507  0.00
C -0.91682 2.75692 2.97008  0.00
C -1.18617 -1.49337 4.12326  -0.01
C -2.18734 -1.61153 5.13197  0.00
C -2.83940 -2.83448 5.33610  0.00
C -2.48925 -3.95260 4.56265  0.00
C -1.51143 -3.83971 3.56495  0.00
C -0.83939 -2.62933 3.36930  0.00
C 0.56724 0.38846 5.53873  0.00
C 1.61815 -0.51760 5.80558  0.00
C 2.36822 -0.29161 6.95417  0.00
C 2.13610 0.83326 7.75245  0.00
C 1.22211 1.81299 7.33788  0.00
C 0.44141 1.63144 6.19969  0.00
H -3.25095 0.40737 3.85296  0.00
H -4.74899 2.36526 3.51053  0.00
H -3.82292 4.53762 2.70583  0.00
H -1.39173 4.72868 2.23812  0.00
H 0.16591 2.85059 2.77531  0.00
H -2.45416 -0.72917 5.72817  0.00
H -3.57787 -2.91241 6.12204  0.00
H -2.97308 -4.91160 4.72300  0.00
H -1.23649 -4.70206 2.95284  0.00
H -0.03361 -2.55471 2.60933  0.00
H 1.83449 -1.35518 5.12012  0.00
H 3.09341 -1.03408 7.24027  0.00
H 2.70700 0.97975 8.65731  0.00
H 1.05884 2.70459 7.90519  0.00
H -0.25179 2.38750 5.79318  0.00

Calculated values
* energy relative to the best compared isomer or geometry (same formula, charge and spin): 0.000 eV
* multiplicity: 6
* HOMO energy (alpha / beta): -17.328 / -17.328 eV
* orbital gap (alpha / beta): 4.814 / 5.674 eV
* charge: +3
* LUMO (alpha / beta): -12.51 / -11.65 eV